<i>
Molecular formula: C3H7N2S
Method: DFT, ωB97M-V with the def2-TZVPD basis set

ORCA input file:
```
! wB97M-V def2-TZVPD RIJCOSX def2/J DEFGRID3
* xyz 1 1
C -0.4415 -0.7306 2.0002
C -0.8478 -0.6961 0.7158
C 0.8409 -0.2218 2.1203
N 1.4018 0.0895 0.9723
N -0.7078 0.8216 -2.7691
S 0.3457 -0.0953 -0.3586
H -1.0889 -1.0502 2.7771
H -1.7013 -1.1934 0.1904
H 1.5136 -0.2680 2.9684
H 2.4182 0.3979 0.9470
H -1.4377 0.6606 -3.4896
H 0.1070 0.4416 -3.2251
H -0.4022 1.8442 -2.8492
*
```

Gap between HOMO and LUMO in eV: 9.6
HOMO energy in eV: -14.253

Results of the Löwdin charge analysis, in e, for atoms 1 through 2: number 1, C, carries -0.110; number 2, C, carries -0.296

---

<ii>
Molecular formula: C3H7N2S
Method: DFT, ωB97M-V with the def2-TZVPD basis set

ORCA input file:
```
! wB97M-V def2-TZVPD RIJCOSX def2/J DEFGRID3
* xyz 1 1
C 0.9709 -0.6338 0.6412
C -0.9073 0.4041 -0.2827
C 0.1864 0.0487 -1.4037
N -0.2879 -0.2892 0.8519
N 1.3161 -0.3008 -0.5727
S -1.1469 -0.5217 2.3171
H 1.6658 -0.9930 1.4057
H -1.0444 1.4309 0.0308
H -1.8935 0.0031 -0.4686
H -0.0671 -0.8212 -1.9392
H 0.2276 1.0668 -2.0469
H 2.2794 -0.2142 -0.8817
H -1.2991 0.8202 2.3488
*
```

Gap between HOMO and LUMO in eV: 10.1
SMILES string: SN1C=[NH+]CC1
HOMO energy in eV: -13.895

Results of the Löwdin charge analysis, in e, for atoms 1 through 2: number 1, C, carries -0.097; number 2, C, carries -0.113

---

<iii>
Molecular formula: C3H7N2S
Method: DFT, ωB97M-V with the def2-TZVPD basis set

ORCA input file:
```
! wB97M-V def2-TZVPD RIJCOSX def2/J DEFGRID3
* xyz 1 1
C -0.1359 1.6486 0.0430
C 0.5828 -0.9385 0.2759
C -0.8704 -0.5192 -0.1361
N 1.5107 -0.1464 -0.4643
N -1.1106 0.8861 0.1433
S 2.9526 0.2241 0.1223
H -0.2791 2.6758 0.0066
H 0.7432 -0.7737 1.3994
H 0.7190 -1.9512 -0.0859
H -0.7584 -0.5540 -1.1323
H -1.4543 -1.2746 0.3351
H -1.9842 1.2116 0.4269
H 3.4110 0.5036 -1.2284
*
```

Gap between HOMO and LUMO (alpha / beta) in eV: 8.3 / 7.0
HOMO energy (alpha / beta) in eV: -13.917 / -13.016

Results of the Löwdin charge analysis, in e, for atoms 1 through 2: number 1, C, carries 0.175; number 2, C, carries -0.291

---

<iv>
Molecular formula: C3H7N2S
Method: DFT, ωB97M-V with the def2-TZVPD basis set

ORCA input file:
```
! wB97M-V def2-TZVPD RIJCOSX def2/J DEFGRID3
* xyz 1 1
C 0.1085 -1.0032 -0.6772
C -0.5174 0.8551 -1.7179
C 0.7461 -0.1864 0.4262
N -0.4768 -0.4502 -1.6198
N -0.0793 -0.1830 1.7374
S 1.0019 1.4292 -0.2131
H -0.1208 -2.0503 -0.7262
H -0.1491 1.2465 -2.5881
H -1.5353 1.2767 -1.3100
H 1.6997 -0.5983 0.8132
H 0.0769 -1.0473 2.1120
H -1.1181 0.1009 1.5175
H 0.3636 0.6104 2.2460
*
```

Gap between HOMO and LUMO in eV: 9.5
SMILES string: [NH3+][C@H]1C=NCS1
HOMO energy in eV: -13.771

Results of the Löwdin charge analysis, in e, for atoms 1 through 2: number 1, C, carries -0.149; number 2, C, carries -0.203

---

Going by the energies, <i> is most stable and the next is 0.325 eV up.

---

<i>
Molecular formula: C3H11N2
Method: DFT, ωB97M-V with the def2-TZVPD basis set

ORCA input file:
```
! wB97M-V def2-TZVPD RIJCOSX def2/J DEFGRID3
* xyz 0 2
N 0.3386 1.5408 -1.5091
H -0.2063 0.6393 -1.4237
H 0.8297 1.7056 -0.6514
H 1.0765 1.4598 -2.1852
H -0.3017 2.3026 -1.6766
N 0.8639 -1.4231 2.0222
C 0.4173 -0.3684 1.0510
C -1.7124 -0.3510 -0.4260
C -0.5224 -0.9421 -0.0269
H 1.2941 -0.9179 2.8233
H 1.6165 -1.9878 1.5879
H 1.2394 0.1477 0.5130
H -0.2129 0.4216 1.5364
H -2.2314 -0.7753 -1.2492
H -2.2528 0.4459 0.1004
H -0.2359 -1.8976 -0.4860
*
```

Gap between HOMO and LUMO (alpha / beta) in eV: 4.5 / 10.6
Expectation value of S²: 0.7518
HOMO energy (alpha / beta) in eV: -3.627 / -9.905

Results of the Löwdin charge analysis, in e, for atoms 1 through 2: number 1, N, carries 0.073; number 2, H, carries 0.035

---

<ii>
Molecular formula: C3H11N2
Method: DFT, ωB97M-V with the def2-TZVPD basis set

ORCA input file:
```
! wB97M-V def2-TZVPD RIJCOSX def2/J DEFGRID3
* xyz 0 2
C 0.9373 1.1148 -0.1570
C -0.5155 0.5507 -0.2461
C -0.6602 -0.6667 0.7963
N -2.0343 -1.2798 0.5881
N 1.9406 0.3246 -0.9663
H 1.3009 1.3479 0.9228
H 1.0342 2.1185 -0.6385
H -0.5427 0.3162 -1.3346
H -1.2827 1.2476 -0.0606
H 0.0422 -1.4812 0.6446
H -0.3940 -0.2512 1.7946
H -2.6477 -0.8457 1.1875
H -2.0274 -2.1960 0.8666
H 2.9012 0.5916 -0.4756
H 1.8270 -0.6476 -0.6853
H 1.8756 0.4930 -1.9330
*
```

Gap between HOMO and LUMO (alpha / beta) in eV: 4.7 / 10.8
Expectation value of S²: 0.7506
HOMO energy (alpha / beta) in eV: -3.660 / -9.983

Results of the Löwdin charge analysis, in e, for atoms 1 through 2: number 1, C, carries -0.316; number 2, C, carries -0.185

---

<iii>
Molecular formula: C3H11N2
Method: DFT, ωB97M-V with the def2-TZVPD basis set

ORCA input file:
```
! wB97M-V def2-TZVPD RIJCOSX def2/J DEFGRID3
* xyz 0 2
C 1.4988 -1.2489 -1.2288
N 0.4629 -0.1128 -1.5796
H 1.0093 -2.1336 -0.4216
H 1.6908 -1.5271 -2.2853
H 2.4928 -0.9035 -0.7310
H 0.9348 0.5561 -2.0737
H -0.1665 0.4208 -0.1374
H -0.1724 -0.4519 -2.3341
C -1.2456 -0.4858 1.5613
C -0.5849 1.9133 1.1401
N -0.3874 0.7299 0.7925
H -0.7478 -1.3700 1.3757
H -2.1089 -0.3057 0.8195
H -1.3234 -0.1491 2.5259
H -0.2365 2.8222 0.4676
H -1.1161 2.2462 2.1088
*
```

Gap between HOMO and LUMO (alpha / beta) in eV: 5.1 / 10.4
Expectation value of S²: 0.7531
HOMO energy (alpha / beta) in eV: -4.291 / -9.658

Results of the Löwdin charge analysis, in e, for atoms 1 through 2: number 1, C, carries -0.127; number 2, N, carries -0.083

---

Going by the energies, <ii> is most stable and the next is 0.252 eV up.

---

<i>
Molecular formula: C3H15N2O3
Method: DFT, ωB97M-V with the def2-TZVPD basis set

ORCA input file:
```
! wB97M-V def2-TZVPD RIJCOSX def2/J DEFGRID3
* xyz 1 1
N 3.0945 2.7527 0.6260
C -1.4289 -1.4348 0.5956
C -2.7445 -1.0197 1.0966
O -3.0555 0.3838 0.7394
C -1.1954 -2.0169 -0.7875
N -0.2231 -1.3087 -1.6203
H 2.2200 2.3090 0.4056
H 3.1387 2.5802 1.6816
H 3.2268 3.8036 0.6285
H -0.6299 -1.4694 1.3518
H -2.9417 -1.0109 2.2626
H -3.5940 -1.6380 0.6330
H -4.0037 0.3655 0.5368
H -0.8111 -3.0896 -0.5986
H -2.2317 -2.0387 -1.3048
H 0.7199 -1.3823 -1.2541
H -0.4950 -0.3429 -1.6328
H 4.5437 -0.3523 -2.3988
H 4.0832 0.7760 -1.3658
O 3.7782 0.0426 -1.9154
H -0.7185 0.5528 0.8603
H -0.4233 2.1615 1.0446
O -0.3088 1.3766 0.4158
*
```

Gap between HOMO and LUMO in eV: 4.5
HOMO energy in eV: -12.480

Results of the Löwdin charge analysis, in e, for atoms 1 through 2: number 1, N, carries -0.016; number 2, C, carries 0.158

---

<ii>
Molecular formula: C3H15N2O3
Method: DFT, ωB97M-V with the def2-TZVPD basis set

ORCA input file:
```
! wB97M-V def2-TZVPD RIJCOSX def2/J DEFGRID3
* xyz 1 1
C -0.7557 -3.3374 -0.0279
C -0.8526 -1.8543 -0.2910
C 0.3070 -1.1161 -0.8577
N 0.3436 0.2882 -1.2059
N -2.0668 -1.2641 -0.1001
H -1.1934 -3.8425 -0.8982
H -1.4152 -3.6375 0.8487
H 0.1889 -3.7499 0.2943
H 1.2829 -1.6613 -0.9485
H 1.1706 0.8544 -0.7601
H -0.3157 0.9312 -0.9063
H 0.4683 0.4872 -2.3160
H -2.8498 -1.6742 0.3127
H -2.1793 -0.2607 -0.1218
H 2.2402 3.1681 -0.5498
H 2.6192 2.4317 0.7832
O 2.0571 2.4277 -0.0412
H 3.2412 1.7367 3.3027
H 4.0210 0.9227 2.1004
O 3.2277 1.5091 2.3253
H -2.4794 2.0168 0.2628
H -3.6983 1.3165 -0.3555
O -2.9386 1.7681 -0.3899
*
```

Gap between HOMO and LUMO in eV: 9.0
HOMO energy in eV: -11.866

Results of the Löwdin charge analysis, in e, for atoms 1 through 2: number 1, C, carries -0.040; number 2, C, carries -0.308

---

Going by the energies, <ii> is most stable and the next is 3.220 eV up.

---

<i>
Molecular formula: C5H8NS
Method: DFT, ωB97M-V with the def2-TZVPD basis set

ORCA input file:
```
! wB97M-V def2-TZVPD RIJCOSX def2/J DEFGRID3
* xyz 1 1
C -0.7953 1.5814 1.4248
C -0.7282 -0.9419 0.8434
C 0.1260 -0.2634 -0.1679
C 1.6145 -0.3550 -0.0597
C -0.5197 0.1434 -1.5558
N -0.5817 0.4423 0.9531
S -0.8864 2.9530 2.0908
H -1.6950 -1.1921 0.7102
H -0.3186 -1.6426 1.5351
H 2.0619 0.4670 -0.4378
H 1.7911 -1.1865 -0.6674
H 1.8222 -0.7217 0.8813
H 0.3320 0.4036 -2.1007
H -1.2704 1.0057 -1.5276
H -0.9523 -0.6931 -1.9219
*
```

Gap between HOMO and LUMO in eV: 9.5
HOMO energy in eV: -14.842

Results of the Löwdin charge analysis, in e, for atoms 1 through 2: number 1, C, carries -0.572; number 2, C, carries 0.020

---

<ii>
Molecular formula: C5H8NS
Method: DFT, ωB97M-V with the def2-TZVPD basis set

ORCA input file:
```
! wB97M-V def2-TZVPD RIJCOSX def2/J DEFGRID3
* xyz 1 1
C 1.3720 1.1009 1.3691
C -0.7980 0.5288 0.9629
C 0.1246 0.0356 -0.1530
C -0.0182 0.4180 -1.5747
C 0.1514 -1.4213 0.0314
N 1.5869 0.4675 0.3471
S 0.2293 1.4391 2.4384
H -1.5822 1.3710 0.7400
H -1.3325 -0.1712 1.5987
H 0.8589 0.7749 -2.1756
H -0.5349 1.3991 -1.6544
H -0.4534 -0.3924 -2.1747
H 0.5524 -1.8312 -0.9392
H -0.8805 -1.9681 0.1983
H 0.7242 -1.7506 0.9855
*
```

Gap between HOMO and LUMO in eV: 7.8
HOMO energy in eV: -14.901

Results of the Löwdin charge analysis, in e, for atoms 1 through 2: number 1, C, carries -0.396; number 2, C, carries -0.184

---

Going by the energies, <i> is most stable and the next is 1.672 eV up.